[1]
C29H35BrF5InN3O6P as an isolated structure, computed with the ωB97M-V functional and the def2-TZVPD basis.

ORCA input file:
```
! wB97M-V def2-TZVPD RIJCOSX def2/J DEFGRID3
* xyz 0 1
In -0.007 -1.121 0.252
C -0.626 2.133 3.034
O -0.463 2.006 1.630
C -1.403 2.547 0.830
C -2.441 3.360 1.242
C -3.357 3.823 0.296
Br -4.761 4.954 0.868
C -3.267 3.472 -1.028
C -2.227 2.632 -1.447
C -1.287 2.192 -0.526
O -0.283 1.351 -0.858
C -2.124 2.134 -2.820
N -1.043 1.577 -3.312
C -1.379 1.173 -4.595
C -0.620 0.510 -5.558
C -1.233 0.191 -6.751
C -2.576 0.523 -6.994
C -3.340 1.182 -6.053
C -2.712 1.501 -4.854
N -3.161 2.124 -3.703
H -0.565 3.179 3.344
H 0.190 1.566 3.474
H -1.581 1.708 3.354
H -2.548 3.639 2.279
H -3.987 3.854 -1.739
H -0.317 1.230 -1.849
H 0.411 0.241 -5.362
H -0.676 -0.337 -7.514
H -3.024 0.243 -7.938
H -4.378 1.425 -6.239
H -4.109 2.381 -3.493
C 6.576 -1.723 3.158
C 5.359 -1.345 2.347
O 4.466 -0.595 3.176
P 2.869 -0.686 2.788
O 2.326 0.121 4.094
C 1.943 -0.697 5.219
C 0.442 -0.824 5.306
O 2.707 0.494 1.688
C 3.073 1.868 1.923
C 4.425 2.189 1.327
H 7.286 -2.276 2.542
H 6.290 -2.347 4.005
H 7.072 -0.831 3.541
H 4.850 -2.238 1.966
H 5.640 -0.732 1.485
H 2.358 -0.209 6.100
H 2.420 -1.680 5.144
H -0.012 0.159 5.452
H 0.166 -1.448 6.158
H 0.007 -1.272 4.412
H 3.046 2.072 2.994
H 2.288 2.458 1.445
H 5.218 1.644 1.837
H 4.624 3.257 1.424
H 4.450 1.940 0.264
N 1.953 -0.476 -1.114
H 2.722 -1.128 -1.015
H 2.236 0.409 -0.709
H 1.768 -0.366 -2.104
C -3.305 -2.454 1.854
O -2.214 -3.392 1.890
C -1.374 -3.275 2.875
C -0.313 -4.314 2.704
H -3.399 -1.985 2.830
H -4.199 -3.009 1.584
H -3.083 -1.714 1.085
H -0.448 -5.023 3.528
H 0.660 -3.846 2.873
H -0.325 -4.844 1.748
F -2.986 -0.356 -0.996
C -2.385 -1.061 -2.002
C -1.101 -1.511 -1.837
C -0.578 -2.174 -2.917
F 0.701 -2.653 -2.866
C -1.267 -2.397 -4.098
F -0.701 -3.027 -5.137
C -2.567 -1.932 -4.209
F -3.261 -2.131 -5.331
C -3.138 -1.250 -3.147
F -4.393 -0.783 -3.255
*
```

Values from the calculation:
* E: -5346.568310 hartree
* molar mass: 842.3 g mol⁻¹
* ΔE to the lowest compared entry with this formula, charge and spin: 9.47 kcal/mol
* gap between HOMO and LUMO: 7.29 eV
* LUMO energy: 0.26 eV

Atomic partial charges in e from the Mulliken method, atoms 1 to 2:
1. In 0.2736
2. C -0.6545

[2]
C29H35BrF5InN3O6P as an isolated structure, computed with the ωB97M-V functional and the def2-TZVPD basis.

ORCA input file:
```
! wB97M-V def2-TZVPD RIJCOSX def2/J DEFGRID3
* xyz 0 1
In -1.838 -1.199 -1.123
C -1.998 -1.820 2.700
O -1.088 -1.391 1.692
C 0.167 -1.078 2.082
C 0.598 -1.042 3.392
C 1.926 -0.717 3.664
Br 2.502 -0.664 5.467
C 2.816 -0.443 2.660
C 2.385 -0.481 1.326
C 1.059 -0.789 1.036
O 0.578 -0.823 -0.219
C 3.295 -0.170 0.228
N 2.969 -0.241 -1.045
C 4.092 0.160 -1.751
C 4.296 0.288 -3.123
C 5.534 0.724 -3.550
C 6.556 1.031 -2.639
C 6.368 0.912 -1.275
C 5.119 0.472 -0.855
N 4.580 0.255 0.399
H -1.620 -2.719 3.193
H -2.934 -2.026 2.193
H -2.157 -1.029 3.437
H -0.076 -1.268 4.204
H 3.841 -0.209 2.912
H 1.337 -0.653 -0.839
H 3.507 0.054 -3.825
H 5.725 0.834 -4.609
H 7.512 1.370 -3.014
H 7.157 1.151 -0.575
H 5.050 0.368 1.279
C -0.988 6.077 -1.255
C -0.985 4.577 -1.438
O -0.144 4.003 -0.433
P 0.057 2.365 -0.490
O 1.082 2.284 0.782
C 2.305 3.020 0.824
C 3.102 2.982 -0.467
O -1.252 1.774 0.226
C -1.727 2.020 1.562
C -2.317 3.404 1.727
H -1.598 6.553 -2.023
H 0.027 6.470 -1.325
H -1.392 6.340 -0.277
H -0.612 4.304 -2.431
H -1.998 4.174 -1.341
H 2.879 2.571 1.636
H 2.078 4.053 1.099
H 3.280 1.958 -0.795
H 4.068 3.465 -0.307
H 2.590 3.515 -1.269
H -0.907 1.854 2.263
H -2.493 1.259 1.714
H -1.558 4.177 1.626
H -2.772 3.487 2.716
H -3.097 3.576 0.983
N 0.176 -1.809 -2.964
H 1.117 -1.441 -2.876
H -0.068 -1.803 -3.947
H 0.192 -2.773 -2.647
C -5.922 -2.716 0.208
O -5.052 -1.780 0.902
C -4.775 -0.576 0.477
C -5.484 -0.196 -0.789
H -5.486 -2.997 -0.747
H -6.909 -2.280 0.065
H -5.988 -3.582 0.858
H -6.531 -0.003 -0.514
H -5.480 -0.962 -1.568
H -5.061 0.724 -1.182
F -3.568 -3.772 -1.892
C -2.628 -4.327 -1.064
C -1.552 -3.569 -0.666
C -0.671 -4.232 0.160
F 0.445 -3.610 0.622
C -0.831 -5.545 0.572
F 0.061 -6.146 1.371
C -1.942 -6.252 0.146
F -2.123 -7.519 0.531
C -2.861 -5.638 -0.686
F -3.942 -6.315 -1.101
*
```

Values from the calculation:
* E: -5346.546682 hartree
* molar mass: 842.3 g mol⁻¹
* ΔE to the lowest compared entry with this formula, charge and spin: 23.04 kcal/mol
* gap between HOMO and LUMO: 7.03 eV
* LUMO energy: 0.06 eV

Atomic partial charges in e from the Mulliken method, atoms 1 to 2:
1. In 0.4737
2. C -1.2347

[3]
C29H35CuN4O2S4SbSi as an isolated structure, computed with the ωB97M-V functional and the def2-TZVPD basis.

ORCA input file:
```
! wB97M-V def2-TZVPD RIJCOSX def2/J DEFGRID3
* xyz -2 2
Cu 0.695 0.012 0.649
C -2.114 3.401 2.688
C -1.744 2.424 1.596
O -0.599 2.091 1.407
N -2.779 1.904 0.869
C -2.572 0.882 -0.124
C -2.346 1.403 -1.520
C -3.107 0.937 -2.590
C -2.807 1.373 -3.869
C -1.764 2.268 -4.042
C -1.077 2.693 -2.912
N -1.354 2.278 -1.684
H -1.536 3.115 3.569
H -3.177 3.389 2.931
H -1.824 4.406 2.378
H -3.714 2.195 1.092
H -3.432 0.209 -0.126
H -1.705 0.295 0.186
H -3.902 0.223 -2.419
H -3.374 1.012 -4.720
H -1.482 2.626 -5.024
H -0.253 3.396 -2.996
S -0.417 0.906 5.251
Sb 0.632 -0.547 3.815
S 2.189 0.467 2.322
S -0.740 -1.141 1.945
S 1.479 -2.424 4.813
N -2.005 -4.191 -4.279
C -1.586 -3.312 -3.278
C -1.203 -2.008 -3.581
C -0.749 -1.195 -2.556
N -0.678 -1.574 -1.287
C -1.041 -2.820 -1.001
C -1.489 -3.722 -1.953
H -2.380 -3.748 -5.102
H -2.573 -4.958 -3.956
H -1.235 -1.641 -4.601
H -0.403 -0.186 -2.763
H -0.957 -3.097 0.045
H -1.751 -4.734 -1.665
C 4.998 -0.282 -3.584
C 3.527 -0.079 -3.206
C 3.198 1.409 -3.367
C 2.634 -0.873 -4.162
Si 3.147 -0.524 -1.373
O 1.738 0.096 -0.977
C 4.559 0.236 -0.368
C 5.735 -0.445 -0.054
C 6.734 0.148 0.706
C 6.569 1.442 1.178
C 5.400 2.134 0.893
C 4.407 1.532 0.132
C 3.240 -2.403 -1.096
C 3.863 -3.346 -1.918
C 3.871 -4.700 -1.604
C 3.256 -5.148 -0.442
C 2.638 -4.234 0.401
C 2.632 -2.886 0.072
H 5.171 0.066 -4.612
H 5.305 -1.329 -3.538
H 5.659 0.281 -2.922
H 3.371 1.725 -4.406
H 3.822 2.030 -2.720
H 2.155 1.607 -3.109
H 2.805 -0.552 -5.200
H 1.581 -0.717 -3.932
H 2.819 -1.946 -4.107
H 5.864 -1.468 -0.394
H 7.631 -0.410 0.953
H 7.336 1.899 1.794
H 5.246 3.129 1.293
H 3.473 2.055 -0.040
H 4.356 -3.034 -2.832
H 4.359 -5.405 -2.268
H 3.265 -6.203 -0.193
H 2.167 -4.547 1.326
H 2.160 -2.197 0.765
*
```

Values from the calculation:
* E: -5258.800176 hartree
* molar mass: 813.3 g mol⁻¹
* gap between HOMO and LUMO (alpha / beta): 5.22 / 5.21 eV
* LUMO energy (alpha / beta): 3.85 / 3.85 eV

Atomic partial charges in e from the Mulliken method, atoms 1 to 2:
1. Cu 1.1357
2. C -1.1098

[4]
One molecule with the formula C29H35F3N2O4, computed with the ωB97M-V functional and the def2-TZVPD basis.

ORCA input file:
```
! wB97M-V def2-TZVPD RIJCOSX def2/J DEFGRID3
* xyz 0 1
C 4.458 3.155 0.920
C 3.053 2.623 0.697
H 2.871 2.447 -0.371
H 2.302 3.339 1.065
O 2.923 1.401 1.412
C 1.652 0.864 1.419
C 1.633 -0.354 2.352
C 2.091 0.029 3.763
C 2.917 -1.064 4.441
H 2.447 -2.040 4.292
H 3.915 -1.101 4.004
C 3.035 -0.804 5.944
O 1.790 -0.860 6.598
H 1.426 -1.746 6.486
H 3.735 -1.523 6.391
H 3.413 0.205 6.124
H 1.223 0.250 4.387
H 2.699 0.933 3.704
H 2.336 -1.076 1.924
C 0.213 -0.954 2.331
C -0.222 -1.105 0.902
C 0.337 -0.415 -0.090
O 1.308 0.528 0.080
C -0.051 -0.712 -1.511
O -0.254 -1.871 -1.836
N -0.136 0.311 -2.386
C -0.239 1.715 -2.070
H 0.051 1.902 -1.040
C -1.675 2.190 -2.309
N -2.037 1.952 -3.691
C -1.962 0.531 -3.985
C -0.537 0.037 -3.751
H -0.474 -1.039 -3.915
H 0.147 0.559 -4.426
H -2.238 0.377 -5.030
H -2.655 -0.049 -3.349
C -3.336 2.508 -4.034
C -3.559 2.482 -5.522
C -4.752 2.026 -6.063
C -4.944 2.023 -7.435
C -3.941 2.468 -8.277
C -2.745 2.920 -7.744
C -2.557 2.930 -6.374
H -1.627 3.276 -5.949
H -1.959 3.268 -8.399
H -4.090 2.463 -9.347
H -5.878 1.667 -7.845
H -5.537 1.673 -5.409
H -3.348 3.549 -3.693
H -4.157 1.976 -3.520
H -1.738 3.263 -2.108
H -2.352 1.663 -1.609
H 0.432 2.267 -2.736
H -0.986 -1.828 0.670
C 0.181 -2.280 3.041
C 0.711 -3.411 2.429
C 0.725 -4.628 3.084
C 0.200 -4.719 4.366
C -0.345 -3.601 4.985
C -0.356 -2.390 4.319
H -0.780 -1.523 4.803
H -0.760 -3.687 5.978
C 0.221 -6.013 5.125
F 0.666 -7.051 4.408
F -0.996 -6.358 5.585
F 1.015 -5.938 6.215
H 1.139 -5.502 2.606
H 1.112 -3.335 1.430
H -0.464 -0.263 2.852
H 0.914 1.621 1.770
H 4.588 4.088 0.379
H 5.185 2.431 0.566
H 4.627 3.327 1.979
*
```

Values from the calculation:
* E: -1836.157805 hartree
* molar mass: 532.6 g mol⁻¹
* ΔE to the lowest compared entry with this formula, charge and spin: 1.26 kcal/mol
* gap between HOMO and LUMO: 9.48 eV
* LUMO energy: 0.59 eV

Atomic partial charges in e from the natural (NBO) method, atoms 1 to 2:
1. C -0.6194
2. C -0.0624

[5]
C29H35N7O2S3V as an isolated structure in a non-equilibrium geometry, computed with the ωB97M-V functional and the def2-TZVPD basis.

ORCA input file:
```
! wB97M-V def2-TZVPD RIJCOSX def2/J DEFGRID3
* xyz 2 2
V -0.892 -0.544 0.494
C -0.691 -0.172 4.573
C -0.147 -0.736 3.320
O -0.884 -0.462 2.199
C 0.970 -1.446 3.144
C 1.454 -1.881 1.849
C 2.654 -2.763 1.800
N 0.867 -1.498 0.746
N 1.481 -1.955 -0.448
C 0.699 -1.730 -1.423
O -0.526 -1.158 -1.131
C 1.030 -1.904 -2.831
C 0.248 -1.266 -3.792
C 0.580 -1.380 -5.132
C 1.681 -2.139 -5.505
C 2.453 -2.784 -4.544
C 2.135 -2.668 -3.203
H -0.490 0.901 4.616
H -1.770 -0.316 4.630
H -0.221 -0.650 5.429
H 1.561 -1.707 4.009
H 3.073 -2.898 2.793
H 2.372 -3.735 1.390
H 3.403 -2.352 1.124
H -0.608 -0.677 -3.491
H -0.018 -0.882 -5.883
H 1.939 -2.232 -6.552
H 3.305 -3.379 -4.845
H 2.727 -3.166 -2.447
C -3.704 -4.826 -0.394
C -3.748 -4.405 1.066
S -2.682 -3.003 1.535
C -3.852 -1.688 1.952
C -4.484 -0.971 0.767
S -3.290 -0.198 -0.376
C -3.466 -1.139 -1.933
C -3.112 -2.619 -1.985
S -4.504 -3.691 -1.542
H -4.242 -5.769 -0.492
H -2.684 -5.016 -0.730
H -3.437 -5.230 1.706
H -4.765 -4.133 1.349
H -3.297 -0.989 2.575
H -4.637 -2.105 2.584
H -5.153 -0.178 1.100
H -5.050 -1.674 0.157
H -2.843 -0.570 -2.623
H -4.501 -0.968 -2.230
H -2.288 -2.854 -1.325
H -2.799 -2.847 -3.005
C 1.555 1.554 -1.167
C 0.379 2.100 -0.450
N -0.522 1.418 0.274
C -1.398 2.360 0.827
C -1.017 3.584 0.427
N 0.095 3.405 -0.374
C 0.850 4.500 -1.027
N 2.209 4.529 -0.621
N 3.182 4.198 -1.532
N 4.315 4.212 -0.955
C 4.121 4.553 0.381
C 5.054 4.698 1.411
C 4.568 5.039 2.650
C 3.185 5.237 2.867
C 2.256 5.098 1.858
C 2.772 4.751 0.604
H 1.446 0.492 -1.348
H 2.457 1.711 -0.571
H 1.711 2.059 -2.119
H -2.218 2.087 1.467
H -1.425 4.559 0.629
H 0.331 5.422 -0.772
H 0.833 4.364 -2.105
H 6.111 4.558 1.228
H 5.253 5.172 3.476
H 2.849 5.520 3.856
H 1.204 5.276 2.036
*
```

Values from the calculation:
* E: -3797.951292 hartree
* molar mass: 660.8 g mol⁻¹
* ΔE to the lowest compared entry with this formula, charge and spin: 0.00 kcal/mol
* gap between HOMO and LUMO (alpha / beta): 5.92 / 6.38 eV
* LUMO energy (alpha / beta): -7.50 / -7.03 eV

Atomic partial charges in e from the Mulliken method, atoms 1 to 2:
1. V -0.3101
2. C -1.3842

[6]
C29H36BaCl2N4O2P2 as an isolated structure in a non-equilibrium geometry, computed with the ωB97M-V functional and the def2-TZVPD basis.

ORCA input file:
```
! wB97M-V def2-TZVPD RIJCOSX def2/J DEFGRID3
* xyz 0 1
Ba 0.264 2.864 -0.187
C -3.547 -1.205 4.766
C -2.230 -1.157 4.505
C -1.599 -1.485 3.189
C -2.169 -0.743 1.952
C -3.177 -1.449 1.104
C -4.021 -2.405 1.485
C -4.193 -2.919 2.890
C -4.601 -1.834 3.919
C -2.292 4.245 -1.698
H -3.944 -0.731 5.666
H -1.512 -0.863 5.276
H -1.612 -2.565 3.013
H -0.543 -1.198 3.296
H -2.555 0.251 2.241
H -1.302 -0.545 1.292
H -3.156 -1.085 0.069
H -4.697 -2.850 0.738
H -3.320 -3.480 3.251
H -5.045 -3.614 2.854
H -5.180 -1.049 3.416
H -5.312 -2.333 4.596
H -2.864 4.569 -0.812
H -2.735 3.387 -2.224
H -2.050 5.083 -2.367
P -0.196 0.765 -2.179
P 2.399 0.316 0.834
N -1.233 -0.553 -2.673
N 0.360 1.192 -3.824
N 2.494 -1.480 0.829
N 4.149 0.385 1.114
C 1.248 -0.282 -1.681
C 2.396 0.506 -1.004
C -2.572 -0.344 -3.034
C -3.046 -1.484 -3.658
C -1.977 -2.431 -3.681
C -0.883 -1.847 -3.063
C 0.184 2.470 -4.368
C 0.849 2.522 -5.579
C 1.453 1.236 -5.802
C 1.126 0.438 -4.718
C 1.462 -2.221 1.425
C 1.577 -3.543 1.052
C 2.682 -3.644 0.149
C 3.194 -2.360 -0.017
C 5.162 -0.578 1.283
C 6.398 0.055 1.172
C 6.142 1.448 0.954
C 4.772 1.631 0.919
H 1.684 -0.824 -2.534
H 0.853 -1.063 -1.015
H 3.374 0.168 -1.382
H 2.358 1.599 -1.222
H -3.043 0.599 -2.794
H -4.031 -1.630 -4.069
H -1.993 -3.415 -4.118
H 0.106 -2.241 -2.864
H -0.397 3.201 -3.826
H 0.918 3.380 -6.232
H 2.066 0.948 -6.648
H 1.392 -0.580 -4.497
H 0.783 -1.737 2.103
H 0.933 -4.351 1.383
H 3.063 -4.535 -0.321
H 4.056 -2.047 -0.590
H 4.953 -1.619 1.456
H 7.358 -0.440 1.225
H 6.881 2.229 0.823
H 4.168 2.515 0.795
Cl -0.682 5.740 1.142
C -0.601 4.564 2.497
Cl -1.656 3.035 2.128
C 0.909 4.223 2.783
O 1.292 4.517 3.907
O 1.542 3.690 1.791
H -1.033 4.989 3.399
*
```

Values from the calculation:
* E: -3124.612382 hartree
* molar mass: 742.8 g mol⁻¹
* ΔE to the lowest compared entry with this formula, charge and spin: 28.39 kcal/mol
* gap between HOMO and LUMO: 5.38 eV
* LUMO energy: -0.72 eV

Atomic partial charges in e from the Mulliken method, atoms 1 to 2:
1. Ba 1.6064
2. C -0.6027